C4H4O2 | ωB97M-V/def2-TZVPD

Orbital gap (alpha / beta) ... 0.26584 / 0.26581 Eh
HOMO (alpha / beta) ... -0.281 / -0.281 Eh
Energy relative to the best compared isomer or geometry (same formula, charge and spin) ... 128.5 kcal per mole

Each line ends with the Mulliken charge.
Positions of all 10 atoms, in Å:
C  1.44  0.57  -0.45  0.31
C  -0.92  0.05  -1.68  -0.38
C  0.13  0.32  -0.34  0.75
C  -0.15  -0.41  0.97  -1.18
O  2.59  0.66  -0.49  -0.26
O  -0.90  1.18  -0.83  -0.28
H  -1.64  -0.78  -1.32  0.08
H  -0.32  -1.60  0.97  0.26
H  -0.93  0.15  1.54  0.32
H  0.69  -0.14  1.63  0.38

---

C15H21ClN2O2 | ωB97M-V/def2-TZVPD

Orbital gap ... 0.35762 Eh
HOMO ... -0.331 Eh
Energy relative to the best compared isomer or geometry (same formula, charge and spin) ... 0.0 kcal per mole

Each line ends with the Mulliken charge.
Positions of all 41 atoms, in Å:
C  5.37  2.01  -0.64  -1.41
C  4.29  1.05  -0.25  1.03
C  4.36  -0.28  -0.64  -0.61
C  3.37  -1.17  -0.27  -0.76
C  2.26  -0.76  0.47  0.21
C  1.25  -1.82  0.80  0.42
O  1.59  -2.95  1.07  -0.68
N  -0.03  -1.42  0.75  0.09
C  -1.15  -2.29  0.98  -0.82
C  -1.96  -2.55  -0.30  -0.84
C  -2.10  -1.29  -1.17  -0.93
N  -2.33  -0.09  -0.37  0.55
C  -3.66  -0.03  0.20  -0.69
C  -3.75  1.19  1.12  -0.69
O  -3.49  2.38  0.41  -0.42
C  -2.21  2.33  -0.19  -0.45
C  -2.09  1.13  -1.13  -0.75
C  2.21  0.58  0.86  0.53
Cl  0.93  1.18  1.86  -0.21
C  3.21  1.47  0.51  -0.79
H  5.51  2.01  -1.72  0.33
H  5.14  3.02  -0.32  0.34
H  6.32  1.71  -0.18  0.32
H  5.20  -0.63  -1.21  0.40
H  3.42  -2.21  -0.55  0.45
H  -0.29  -0.47  0.49  0.03
H  -1.79  -1.83  1.74  0.28
H  -0.76  -3.23  1.37  0.43
H  -2.94  -2.94  -0.02  0.40
H  -1.46  -3.31  -0.90  0.40
H  -1.17  -1.14  -1.72  0.40
H  -2.91  -1.45  -1.91  0.43
H  -3.85  -0.93  0.79  0.41
H  -4.43  0.05  -0.58  0.30
H  -4.75  1.29  1.53  0.36
H  -3.02  1.08  1.93  0.28
H  -2.09  3.26  -0.74  0.36
H  -1.44  2.26  0.59  0.17
H  -1.08  1.10  -1.55  0.41
H  -2.81  1.24  -1.96  0.38
H  3.14  2.49  0.84  0.34

---

C6H14N2O2 | ωB97M-V/def2-TZVPD

Orbital gap (alpha / beta) ... 0.35458 / 0.15716 Eh
Multiplicity ... 2
Total charge ... +1
HOMO (alpha / beta) ... -0.478 / -0.478 Eh
Energy relative to the best compared isomer or geometry (same formula, charge and spin) ... 41.0 kcal per mole
<S²> ... 0.782

Each line ends with the Mulliken charge.
Positions of all 24 atoms, in Å:
C  -2.09  -2.19  -0.74  -1.02
C  -0.46  0.51  -2.90  -0.56
C  -0.99  -1.25  -1.21  0.54
O  0.11  -1.20  -0.66  -0.61
N  -1.43  -0.38  -2.24  -0.19
H  -2.78  -1.70  0.07  0.25
H  -2.23  -0.73  -2.81  0.27
H  0.11  0.83  -2.01  0.03
H  -2.45  -2.81  -1.59  0.38
H  -1.53  -2.88  -0.04  0.30
H  0.25  -0.07  -3.55  0.27
H  -0.96  1.26  -3.43  0.34
C  -0.17  1.09  3.07  -0.72
C  2.47  0.60  0.39  -0.76
C  1.85  1.24  1.62  0.72
O  2.21  2.32  2.12  -0.38
N  0.77  0.55  2.10  0.08
H  0.52  -0.32  1.69  0.28
H  -0.77  0.28  3.64  0.31
H  1.75  0.60  -0.53  0.07
H  0.39  1.86  3.69  0.34
H  -0.83  1.72  2.45  0.37
H  3.34  1.16  0.15  0.36
H  2.92  -0.47  0.72  0.33

---

C27H28N2PbSi | ωB97M-V/def2-TZVPD

Orbital gap (alpha / beta) ... 0.13585 / 0.13582 Eh
HOMO (alpha / beta) ... -0.172 / -0.172 Eh

Each line ends with the Mulliken charge.
Positions of all 59 atoms, in Å:
C  0.95  2.68  3.18  -0.41
C  1.55  1.40  3.04  -0.89
C  2.19  1.35  1.76  -0.59
H  1.62  0.64  3.81  0.44
C  2.01  2.64  1.14  -0.84
C  1.24  3.44  2.02  -0.40
H  0.96  4.48  1.85  0.49
H  0.41  3.05  4.06  0.50
H  2.86  0.56  1.40  0.71
H  2.49  2.97  0.22  0.50
Pb  -0.12  0.55  0.33  0.44
C  -1.56  -1.76  -3.93  -0.79
H  -0.44  -1.65  -4.17  0.26
H  -1.69  -2.62  -3.27  0.20
H  -1.40  -0.80  -3.35  0.03
Si  0.95  -1.61  -0.53  -0.18
C  0.50  -3.32  0.03  0.40
C  1.21  -3.94  1.09  -0.43
H  1.84  -3.32  1.73  0.36
C  1.13  -5.33  1.25  -0.52
H  1.74  -5.83  1.99  0.37
C  0.29  -6.09  0.41  -0.42
H  0.27  -7.18  0.50  0.37
C  -0.50  -5.46  -0.55  -0.41
H  -1.17  -6.05  -1.18  0.35
C  -0.43  -4.07  -0.73  -0.14
H  -1.07  -3.54  -1.47  0.02
C  2.17  -1.85  -1.90  0.61
C  2.79  -3.11  -2.14  -0.25
H  2.48  -3.98  -1.57  0.20
C  3.82  -3.24  -3.08  -0.59
H  4.25  -4.22  -3.26  0.37
C  4.27  -2.14  -3.80  -0.46
H  5.06  -2.25  -4.54  0.35
C  3.67  -0.89  -3.58  -0.49
H  3.99  -0.04  -4.18  0.37
C  2.65  -0.74  -2.65  -0.58
H  2.24  0.25  -2.44  0.24
H  -2.62  -1.39  -4.15  0.37
H  -1.56  -2.02  -4.96  0.42
N  -1.81  0.91  2.54  -0.27
C  -2.58  2.11  2.50  0.29
C  -3.53  2.43  3.46  -0.67
C  -4.25  3.65  3.38  -0.54
C  -3.99  4.55  2.36  -0.94
C  -2.99  4.28  1.38  0.91
C  -2.60  5.18  0.37  -0.57
C  -1.58  4.85  -0.51  -0.87
C  -1.01  3.58  -0.43  -0.08
N  -1.43  2.66  0.45  -0.05
C  -2.34  3.01  1.42  0.23
H  -0.90  1.04  3.01  0.13
H  -2.30  0.17  3.06  0.25
H  -3.71  1.73  4.28  0.34
H  -5.01  3.88  4.13  0.36
H  -4.53  5.49  2.28  0.36
H  -3.11  6.14  0.31  0.40
H  -1.20  5.54  -1.26  0.39
H  -0.19  3.27  -1.09  0.38

---

C41H45F6N5SSb2SiZr | ωB97M-V/def2-TZVPD

Orbital gap ... 0.27477 Eh
Total charge ... +2
HOMO ... -0.479 Eh
Energy relative to the best compared isomer or geometry (same formula, charge and spin) ... 0.0 kcal per mole

Each line ends with the Mulliken charge.
Positions of all 102 atoms, in Å:
Zr  0.46  0.52  0.27  -1.46
C  -0.51  -1.72  4.29  -1.18
Si  0.31  -0.21  3.58  0.73
C  2.07  -0.70  3.20  -0.35
C  0.36  1.26  4.75  -1.78
N  -0.52  0.30  2.06  1.91
C  -1.91  0.55  2.18  -0.13
C  -2.63  0.68  3.37  -0.93
C  -4.00  0.91  3.35  -1.27
C  -4.69  1.02  2.16  -0.85
C  -4.02  0.90  0.95  -0.84
C  -2.67  0.68  1.03  0.66
F  -1.94  0.54  -0.16  0.86
H  -0.13  -1.88  5.30  0.52
H  -0.24  -2.60  3.70  0.14
H  -1.60  -1.66  4.35  0.41
H  2.42  -1.20  4.11  0.56
H  2.77  0.11  3.00  0.30
H  2.17  -1.45  2.41  -0.53
H  1.38  1.64  4.85  0.46
H  0.04  0.98  5.75  0.46
H  -0.28  2.09  4.44  0.53
H  -2.13  0.60  4.33  0.45
H  -4.52  1.01  4.29  0.48
H  -5.76  1.20  2.16  0.50
H  -4.51  0.97  0.00  0.60
C  0.07  -1.52  -3.86  -1.51
C  0.49  -2.78  -3.11  -0.46
C  -0.56  -3.25  -2.10  -1.23
Sb  -0.51  -2.32  -0.18  1.01
C  -2.54  -2.47  0.35  0.94
C  -3.52  -2.25  -0.62  -0.73
C  -4.86  -2.31  -0.28  -0.80
C  -5.24  -2.57  1.03  -0.68
C  -4.28  -2.77  2.00  -0.91
C  -2.93  -2.72  1.67  -0.05
C  0.46  -3.80  0.95  0.73
C  1.83  -3.72  1.16  -0.38
C  2.50  -4.71  1.85  -0.56
C  1.80  -5.80  2.35  -0.67
C  0.43  -5.90  2.13  -0.71
C  -0.24  -4.91  1.43  -0.55
Sb  0.07  0.33  -2.77  1.22
C  1.83  1.21  -3.52  0.52
C  1.92  2.60  -3.62  -0.34
C  3.11  3.19  -4.02  -0.84
C  4.21  2.40  -4.32  -0.60
C  4.12  1.02  -4.23  -0.74
C  2.94  0.43  -3.82  -0.54
C  -1.43  1.43  -3.75  0.84
C  -1.18  1.90  -5.04  -0.63
C  -2.16  2.58  -5.74  -0.80
C  -3.40  2.80  -5.16  -0.57
C  -3.66  2.33  -3.87  -0.73
C  -2.68  1.65  -3.18  -0.45
H  -0.93  -1.63  -4.27  0.71
H  0.73  -1.32  -4.71  0.68
H  1.47  -2.65  -2.63  0.09
H  0.64  -3.57  -3.84  0.66
H  -0.46  -4.31  -1.87  0.56
H  -1.56  -3.11  -2.52  0.56
H  -3.25  -2.04  -1.64  0.16
H  -5.62  -2.16  -1.04  0.48
H  -6.29  -2.62  1.29  0.44
H  -4.57  -2.97  3.03  0.50
H  -2.19  -2.89  2.44  0.38
H  2.40  -2.88  0.76  0.09
H  3.57  -4.64  2.01  0.49
H  2.32  -6.58  2.89  0.42
H  -0.12  -6.76  2.51  0.46
H  -1.31  -5.01  1.26  0.43
H  1.06  3.22  -3.40  0.56
H  3.17  4.27  -4.12  0.46
H  5.13  2.87  -4.65  0.43
H  4.98  0.41  -4.48  0.47
H  2.89  -0.65  -3.76  0.27
H  -0.21  1.73  -5.51  0.45
H  -1.96  2.94  -6.74  0.43
H  -4.17  3.34  -5.70  0.41
H  -4.62  2.50  -3.42  0.44
H  -2.89  1.29  -2.18  0.38
C  3.59  4.68  2.36  -1.29
C  2.55  4.66  1.31  1.00
N  2.30  5.60  0.45  -0.86
N  1.28  5.11  -0.31  0.34
C  0.90  3.89  0.04  -0.03
S  -0.33  2.90  -0.60  -0.20
N  1.70  3.59  1.08  0.46
N  1.58  2.37  1.74  -0.94
H  4.09  5.65  2.34  0.37
H  4.33  3.90  2.19  0.27
H  3.15  4.54  3.35  0.34
H  0.89  5.67  -1.06  0.20
H  2.51  2.04  2.00  0.21
H  1.02  2.49  2.58  0.17
F  2.43  -0.72  -0.82  -0.22
C  2.71  0.31  0.11  1.38
F  2.68  1.48  -0.67  -0.21
C  4.15  0.13  0.57  0.18
F  4.41  1.09  1.49  -0.23
F  5.01  0.27  -0.43  -0.21
F  4.32  -1.06  1.13  -0.19

---

C34H52FeN5SSb | ωB97M-V/def2-TZVPD

Orbital gap (alpha / beta) ... 0.20513 / 0.20055 Eh
Multiplicity ... 5
HOMO (alpha / beta) ... -0.225 / -0.224 Eh
Energy relative to the best compared isomer or geometry (same formula, charge and spin) ... 66.5 kcal per mole
<S²> ... 6.017

Each line ends with the Mulliken charge.
Positions of all 94 atoms, in Å:
Fe  0.36  -0.34  -1.72  0.83
N  2.44  2.63  -4.04  -0.32
C  2.04  1.40  -3.60  0.43
S  0.39  0.90  -3.96  -0.41
N  2.88  0.70  -2.91  -1.32
N  2.27  -0.49  -2.56  0.69
C  2.53  -1.48  -3.28  -0.51
C  1.63  -2.64  -3.24  0.68
C  1.90  -3.80  -3.95  -0.93
C  0.92  -4.78  -4.05  -0.36
C  -0.28  -4.58  -3.41  -0.77
C  -0.46  -3.41  -2.68  -0.42
N  0.47  -2.46  -2.61  0.46
H  1.87  3.04  -4.76  0.26
H  3.43  2.80  -4.10  0.26
H  3.30  -1.40  -4.04  0.43
H  2.86  -3.90  -4.44  0.47
H  1.10  -5.68  -4.62  0.41
H  -1.08  -5.31  -3.46  0.47
H  -1.38  -3.22  -2.14  0.45
C  0.23  -4.68  0.66  -1.28
C  -0.72  -3.70  1.34  0.60
C  -0.74  -3.92  2.85  -0.93
Sb  -0.48  -1.64  0.56  0.30
C  -2.26  -0.79  1.48  2.48
C  -2.35  -0.86  3.00  -1.28
C  -3.51  -1.37  0.80  -1.58
C  2.32  -0.35  0.62  0.46
C  3.25  0.84  0.92  -1.90
C  2.73  -1.47  3.20  -0.90
H  -0.16  -5.71  0.74  0.48
H  1.21  -4.67  1.14  0.22
H  0.38  -4.47  -0.40  0.12
H  -1.73  -3.88  0.95  0.26
H  0.25  -3.81  3.28  -0.10
H  -1.08  -4.95  3.06  0.44
H  -1.42  -3.24  3.36  0.05
H  -2.16  0.25  1.19  -1.59
H  -2.66  -1.85  3.35  0.36
H  -3.10  -0.15  3.35  0.31
H  -1.40  -0.60  3.49  0.26
H  -3.62  -2.44  1.02  0.33
H  -3.48  -1.25  -0.28  0.29
H  -4.41  -0.87  1.17  0.39
H  2.87  -1.29  0.65  0.71
H  2.72  1.63  1.47  0.21
H  3.62  1.27  -0.01  0.47
H  4.12  0.55  1.51  0.50
H  0.63  -1.64  3.26  -0.31
H  3.49  -0.84  2.75  0.10
H  2.93  -1.47  4.28  0.60
C  0.34  2.50  4.68  -1.87
C  0.57  1.44  3.64  0.87
C  1.11  0.26  3.98  -2.03
C  1.33  -0.85  2.99  1.64
C  2.88  -2.92  2.70  -0.91
C  1.04  -0.41  1.52  1.40
C  0.28  0.90  1.22  -0.99
C  0.13  1.75  2.28  -0.35
N  -0.13  0.98  -0.11  0.44
C  -0.88  2.15  -0.68  1.33
C  -1.93  1.58  -1.67  -1.34
C  -2.66  2.69  -2.44  0.19
C  -3.43  3.55  -1.44  -1.53
C  -2.43  4.16  -0.46  0.34
C  -1.43  5.04  -1.21  -1.55
C  -0.66  4.18  -2.21  0.47
C  -1.65  3.56  -3.21  -1.31
C  0.10  3.06  -1.46  -0.31
C  -1.65  3.07  0.30  -1.82
H  0.75  2.20  5.65  0.43
H  -0.73  2.70  4.80  0.34
H  0.82  3.44  4.38  0.33
H  1.36  0.05  5.02  0.21
H  2.35  -3.61  3.35  0.31
H  3.93  -3.22  2.68  0.45
H  2.47  -3.04  1.69  -0.09
H  2.00  -0.21  -0.39  -0.95
H  -0.34  2.71  2.16  0.38
H  -2.66  1.00  -1.10  -0.07
H  -1.43  0.90  -2.37  0.47
H  -3.36  2.24  -3.15  0.34
H  -4.16  2.94  -0.90  0.52
H  -3.98  4.34  -1.96  0.54
H  -2.96  4.77  0.28  0.31
H  -0.74  5.52  -0.51  0.55
H  -1.96  5.84  -1.74  0.54
H  0.07  4.80  -2.75  0.45
H  -1.11  2.95  -3.93  0.33
H  -2.17  4.35  -3.76  0.58
H  0.81  3.49  -0.75  0.52
H  0.67  2.45  -2.16  -0.99
H  -2.33  2.47  0.91  0.23
H  -0.95  3.59  0.94  0.67

---

Quick rundown of energy, same order as above: -305.074705, -1304.376626, -496.666415, -1637.155123, -3677.131241, -3502.617515 hartree